# 1
Below is C3H9N4 as an isolated structure, with properties calculated with the ωB97M-V functional and the def2-TZVPD basis.

Calculated values
ΔE to the lowest compared entry with this formula, charge and spin   116.61 kcal/mol
Lowest unoccupied orbital energy   -0.148 hartree
E_HOMO   -13.72 eV
Calculated total energy   -338.33501 hartree
HOMO-LUMO gap   0.356 Eh
Largest force on an atom   0.0638 hartree/bohr

Structure (ORCA input):
```
! RIJCOSX wB97M-V def2-TZVPD def2/J DEFGRID3
* xyz 1 1
C 2.22 1.14 0.09
C -0.84 -0.40 0.49
C 0.17 -1.39 0.89
N 2.84 -0.04 0.01
N 3.15 -1.12 0.01
N -0.42 0.75 0.09
N -1.10 1.89 -0.11
H 2.14 1.70 -0.79
H 0.83 0.83 0.26
H -1.79 -0.86 0.25
H 1.08 -0.99 1.35
H 0.55 -1.94 0.11
H -0.34 -2.04 1.66
H -0.73 2.78 -0.39
H 2.40 1.72 1.07
H -2.05 1.83 -0.31
*
```

# 2
Below is an isolated ion of composition C3H9N4 and charge +1, with properties calculated with the ωB97M-V functional and the def2-TZVPD basis.

Calculated values
ΔE to the lowest compared entry with this formula, charge and spin   128.68 kcal/mol
Lowest unoccupied orbital energy (spin up / spin down)   -0.192 / -0.192 hartree
E_HOMO (spin up / spin down)   -13.87 / -13.87 eV
SMILES   [H]/N=[NH+]\NCCN=C
Calculated total energy   -338.31578 hartree
HOMO-LUMO gap (spin up / spin down)   0.317 / 0.318 Eh
Largest force on an atom   0.0893 hartree/bohr

Structure (ORCA input):
```
! RIJCOSX wB97M-V def2-TZVPD def2/J DEFGRID3
* xyz 1 1
H -1.15 -1.35 -1.35
N -1.52 -1.49 -0.43
N -1.52 -0.53 0.38
N -1.32 0.82 0.16
C -0.08 1.38 -0.44
C 1.09 0.81 0.26
N 0.79 -0.53 0.39
C 1.27 -1.61 -0.04
H -1.87 -0.71 1.35
H -1.46 1.32 1.07
H -0.31 2.46 -0.46
H -0.08 1.25 -1.57
H 2.10 1.11 -0.19
H 1.14 1.33 1.27
H 0.60 -2.50 0.07
H 2.32 -1.77 -0.46
*
```

# 3
Below is a 2-piece molecular cluster, C3H9N4 overall, with properties calculated with the ωB97M-V functional and the def2-TZVPD basis.

Calculated values
ΔE to the lowest compared entry with this formula, charge and spin   60.81 kcal/mol
Lowest unoccupied orbital energy (spin up / spin down)   -0.142 / -0.237 hartree
E_HOMO (spin up / spin down)   -11.40 / -14.53 eV
Calculated total energy   -338.26178 hartree
HOMO-LUMO gap (spin up / spin down)   0.276 / 0.297 Eh
⟨S²⟩   2.009
Largest force on an atom   0.0776 hartree/bohr

Structure (ORCA input):
```
! RIJCOSX wB97M-V def2-TZVPD def2/J DEFGRID3
* xyz 1 3
C -0.12 -0.13 0.24
C 1.14 -2.16 0.01
C 0.48 2.18 -0.19
N -2.68 -0.05 -0.01
N -1.97 -0.96 -0.03
N 1.02 -0.71 0.19
N -0.42 1.12 0.09
H 0.45 -2.41 -0.89
H 2.29 -2.38 -0.28
H 0.79 -2.84 0.91
H 0.84 2.15 -1.19
H 1.34 1.95 0.51
H 0.05 3.24 0.02
H -3.76 -0.08 -0.11
H 1.96 -0.34 0.35
H -1.41 1.42 0.37
*
```

# 4
Below is a 2-piece molecular cluster, C3H9N4O overall, with properties calculated with the ωB97M-V functional and the def2-TZVPD basis.

Calculated values
ΔE to the lowest compared entry with this formula, charge and spin   72.92 kcal/mol
Lowest unoccupied orbital energy   -0.118 hartree
E_HOMO   -12.38 eV
Calculated total energy   -413.63174 hartree
HOMO-LUMO gap   0.337 Eh
Largest force on an atom   0.0976 hartree/bohr

Structure (ORCA input):
```
! RIJCOSX wB97M-V def2-TZVPD def2/J DEFGRID3
* xyz 1 1
C 0.38 1.61 -0.45
C -0.88 -1.88 0.98
C 1.34 1.48 0.44
N -0.94 -1.14 -0.16
N -0.61 1.62 -1.23
N -0.66 1.79 -2.53
N -0.11 -1.65 2.00
O 1.75 0.20 0.84
H -1.69 -2.56 1.07
H -0.22 -0.38 -0.26
H 1.77 2.30 1.04
H -1.82 -1.11 -0.71
H -1.52 2.16 -2.70
H 0.26 1.91 -3.13
H 0.12 -2.34 2.74
H 0.71 -0.98 1.76
H 2.68 0.25 1.17
*
```

# 5
Below is an isolated ion of composition C3H9N4O and charge +1, with properties calculated with the ωB97M-V functional and the def2-TZVPD basis.

Calculated values
ΔE to the lowest compared entry with this formula, charge and spin   54.64 kcal/mol
Lowest unoccupied orbital energy   -0.139 hartree
E_HOMO   -13.06 eV
SMILES   N[C@@H]1N[NH+]=C(O)[C@H]1N
Calculated total energy   -413.66087 hartree
HOMO-LUMO gap   0.341 Eh
Largest force on an atom   0.0811 hartree/bohr

Structure (ORCA input):
```
! RIJCOSX wB97M-V def2-TZVPD def2/J DEFGRID3
* xyz 1 1
N 1.41 -1.37 -0.41
C 0.79 -0.67 0.65
N -0.57 -1.21 0.92
N -1.38 -0.68 -0.04
C -0.85 0.38 -0.61
O -1.58 1.14 -1.40
C 0.48 0.74 0.02
N 0.23 1.85 0.85
H 0.79 -1.64 -1.12
H 2.30 -1.92 -0.25
H 1.46 -0.64 1.50
H -0.56 -2.22 0.94
H -2.36 -1.08 -0.40
H -1.18 1.93 -1.81
H 1.38 0.90 -0.52
H 0.39 2.75 0.46
H -0.75 1.75 1.22
*
```

# 6
Below is C3H9N5 as an isolated structure, with properties calculated with the ωB97M-V functional and the def2-TZVPD basis.

Calculated values
ΔE to the lowest compared entry with this formula, charge and spin   164.84 kcal/mol
Lowest unoccupied orbital energy   0.031 hartree
E_HOMO   -8.60 eV
Calculated total energy   -393.25083 hartree
HOMO-LUMO gap   0.347 Eh
Largest force on an atom   0.1419 hartree/bohr

Structure (ORCA input):
```
! RIJCOSX wB97M-V def2-TZVPD def2/J DEFGRID3
* xyz 0 1
C -0.96 2.10 0.26
C -0.23 0.73 -0.10
C 1.39 -0.48 -1.48
H -1.30 1.91 1.36
H -1.78 2.46 -0.27
H -0.48 3.24 0.23
H -2.61 -0.88 1.35
H -2.70 0.38 0.13
H 1.69 -0.72 -2.53
H 2.47 -2.04 -1.20
H 0.93 -2.29 1.15
H 2.27 -0.87 1.09
N -0.91 -0.43 0.15
N -2.05 -0.10 1.13
N 0.57 0.44 -1.29
N 1.79 -1.62 -0.71
N 1.89 -1.83 0.73
*
```